Model w:
Formula: C3H10O3S
Source: OMol25
Level of theory: the ωB97M-V functional and the def2-TZVPD basis

Positions of all 17 atoms, in Å:
O -2.79 -0.21 -0.88
C -1.97 -0.12 -0.02
C -0.50 -0.59 -0.09
C 0.43 0.35 0.67
S 2.23 0.39 0.24
H -2.18 0.09 1.05
H -0.50 -1.57 0.40
H -0.09 -0.75 -1.08
H 0.48 0.13 1.73
H 0.16 1.38 0.54
H 2.14 0.26 -1.09
O -1.79 2.67 -0.03
H -2.62 2.57 -0.49
H -1.38 3.43 -0.46
O 1.74 -3.02 -0.01
H 2.25 -3.62 -0.55
H 2.32 -2.26 0.13

## Properties
Kohn-Sham gap	0.366	Eh
SMILES string	O=CCCS.O.O
LUMO level	0.60	eV

Table of natural (NBO) atomic charges, one value per atom, all in e:
1 O -0.5279
2 C 0.4798
3 C -0.5345
4 C -0.4941
5 S -0.0696
6 H 0.0958
7 H 0.2513
8 H 0.2261
9 H 0.2203
10 H 0.2319
11 H 0.1200
12 O -0.9476
13 H 0.4811
14 H 0.4759
15 O -0.9545
16 H 0.4680
17 H 0.4781



Model x:
Formula: C3H10O3S
Source: OMol25
Level of theory: the ωB97M-V functional and the def2-TZVPD basis

Positions of all 17 atoms, in Å:
O 0.64 0.70 -2.32
C 0.58 -0.48 -1.79
C 0.15 -0.83 -0.34
C 0.90 -0.01 0.77
S -0.16 1.07 1.96
H 0.48 -1.26 -2.54
H 0.33 -1.92 -0.17
H -0.87 -0.59 -0.32
H 1.41 -0.67 1.39
H 1.57 0.68 0.28
H -0.75 1.72 0.97
O 3.58 0.18 -0.87
H 2.85 0.54 -1.53
H 3.29 0.66 -0.03
O -4.37 -0.07 1.71
H -4.62 0.83 1.60
H -5.02 -0.56 1.23

## Properties
Kohn-Sham gap	0.349	Eh
SMILES string	O=CCCS.O.O
LUMO level	0.16	eV

Table of natural (NBO) atomic charges, one value per atom, all in e:
1 O -0.5565
2 C 0.4263
3 C -0.5239
4 C -0.4459
5 S -0.0664
6 H 0.1390
7 H 0.2311
8 H 0.2572
9 H 0.2183
10 H 0.1967
11 H 0.1197
12 O -0.9401
13 H 0.4804
14 H 0.4639
15 O -0.9299
16 H 0.4654
17 H 0.4648



model w comes first in stability; the runner-up is 1.086 eV higher.



Model w:
Formula: C3H10O3S
Source: OMol25
Level of theory: the ωB97M-V functional and the def2-TZVPD basis

Positions of all 17 atoms, in Å:
O -2.15 0.34 -0.03
C -1.46 1.00 -0.77
C 0.04 1.00 -0.65
C 0.79 -0.11 0.05
S 2.53 -0.18 -0.27
H -1.90 1.66 -1.53
H 0.47 2.00 -0.55
H 0.31 0.89 -1.72
H 0.60 -0.09 1.13
H 0.34 -1.06 -0.25
H 2.70 1.15 -0.13
O -2.55 -1.52 -2.98
H -2.57 -0.56 -3.11
H -1.73 -1.71 -2.57
O 0.31 -0.11 4.45
H 0.39 -1.05 4.28
H -0.07 0.06 5.32

## Properties
Kohn-Sham gap	0.364	Eh
SMILES string	O=CCCS.O.O
LUMO level	0.57	eV

Table of natural (NBO) atomic charges, one value per atom, all in e:
1 O -0.5102
2 C 0.4265
3 C -0.5272
4 C -0.5468
5 S 0.0036
6 H 0.1155
7 H 0.2405
8 H 0.2225
9 H 0.2302
10 H 0.2285
11 H 0.1137
12 O -0.9270
13 H 0.4646
14 H 0.4646
15 O -0.9506
16 H 0.4748
17 H 0.4766



Model x:
Formula: C3H10O3S
Source: OMol25
Level of theory: the ωB97M-V functional and the def2-TZVPD basis

Positions of all 17 atoms, in Å:
O -0.87 -0.18 1.96
C -1.17 0.33 0.91
C -0.60 -0.13 -0.41
C -1.29 -1.44 -0.82
S -0.57 -2.05 -2.40
H -1.93 1.13 0.91
H 0.40 -0.41 -0.16
H -0.69 0.63 -1.18
H -1.06 -2.25 -0.14
H -2.37 -1.36 -0.93
H 0.71 -2.11 -2.00
O 2.91 -0.48 -0.29
H 3.50 -1.01 0.25
H 3.44 -0.19 -1.03
O -0.07 3.54 1.86
H -0.56 2.94 2.38
H 0.20 3.06 1.08

## Properties
Kohn-Sham gap	0.353	Eh
SMILES string	O=CCCS.O.O
LUMO level	0.43	eV

Table of natural (NBO) atomic charges, one value per atom, all in e:
1 O -0.5201
2 C 0.4353
3 C -0.5389
4 C -0.4858
5 S -0.0574
6 H 0.1046
7 H 0.2550
8 H 0.2221
9 H 0.2281
10 H 0.2240
11 H 0.1262
12 O -0.9440
13 H 0.4750
14 H 0.4729
15 O -0.9304
16 H 0.4687
17 H 0.4647



model x comes first in stability; the runner-up is 0.286 eV higher.



Model w:
Formula: C4H9FN2
Source: OMol25
Level of theory: the ωB97M-V functional and the def2-TZVPD basis

Positions of all 16 atoms, in Å:
C 1.09 0.06 1.13
C -0.94 -2.59 -0.28
C 0.88 2.43 0.37
C -0.86 -1.21 -0.74
N 1.39 1.09 0.48
N -1.78 -0.38 -0.54
F 0.22 -0.89 -1.66
H -0.08 0.11 1.57
H -0.22 -3.14 -0.79
H -0.80 -2.60 0.75
H -1.90 -2.88 -0.52
H 1.31 2.88 -0.50
H 1.22 2.97 1.20
H -0.16 2.42 0.24
H -1.67 0.58 -0.79
H 2.30 1.13 0.08

## Properties
Kohn-Sham gap	0.327	Eh
LUMO level	0.89	eV

Table of natural (NBO) atomic charges, one value per atom, all in e:
1 C -0.0993
2 C -0.7014
3 C -0.4238
4 C 0.6929
5 N -0.5403
6 N -0.6957
7 F -0.3897
8 H 0.0946
9 H 0.2325
10 H 0.2491
11 H 0.2440
12 H 0.1989
13 H 0.2050
14 H 0.2043
15 H 0.3625
16 H 0.3665



Model x:
Formula: C4H9FN2
Source: OMol25
Level of theory: the ωB97M-V functional and the def2-TZVPD basis

Positions of all 16 atoms, in Å:
C -1.14 0.07 0.44
C -0.30 -1.02 -0.36
C 0.86 -0.24 0.29
C 0.11 1.01 0.64
H -2.76 -0.29 -0.77
H -1.85 1.04 -0.99
H -1.29 -0.73 1.27
H -0.13 -0.93 -1.41
H -0.66 -2.01 0.07
H 1.19 -0.61 1.33
H 2.12 0.22 -1.21
H 3.06 -0.78 -0.09
H 0.51 1.64 1.53
N -2.34 0.58 -0.19
N 2.19 0.11 -0.21
F 0.43 1.94 -0.34

## Properties
Kohn-Sham gap	0.364	Eh
LUMO level	0.71	eV

Table of natural (NBO) atomic charges, one value per atom, all in e:
1 C -0.0607
2 C -0.4709
3 C -0.0939
4 C 0.1639
5 H 0.3467
6 H 0.3510
7 H 0.2117
8 H 0.2058
9 H 0.2139
10 H 0.2056
11 H 0.3505
12 H 0.3491
13 H 0.1970
14 N -0.7902
15 N -0.8025
16 F -0.3770



model w comes first in stability; the runner-up is 0.208 eV higher.



Model w:
Formula: C4H4O2
Source: OMol25
Level of theory: the ωB97M-V functional and the def2-TZVPD basis

Positions of all 10 atoms, in Å:
C -1.21 2.87 -1.19
C -0.53 1.89 -1.16
C -0.39 0.16 0.23
C 0.38 -1.17 0.66
O 0.10 0.81 -0.96
O -1.16 0.74 0.90
H -1.76 3.82 -1.24
H -0.41 -1.78 1.00
H 1.21 -0.93 1.42
H 0.89 -1.69 -0.15

## Properties
Kohn-Sham gap (spin up / spin down)	0.185 / 0.237	Eh
spin multiplicity	3
LUMO level (spin up / spin down)	0.81 / -3.79	eV

Table of natural (NBO) atomic charges, one value per atom, all in e:
1 C -0.1246
2 C 0.4152
3 C 0.5022
4 C -0.6955
5 O -0.3704
6 O -0.6290
7 H 0.2531
8 H 0.2316
9 H 0.2017
10 H 0.2157



Model x:
Formula: C4H4O2
Source: OMol25
Level of theory: the ωB97M-V functional and the def2-TZVPD basis

Positions of all 10 atoms, in Å:
C 2.88 -0.13 -0.13
C 0.51 0.41 0.50
C 1.88 0.36 0.49
C -1.94 -0.16 -0.35
O 3.92 -0.49 -0.48
O -0.34 -0.16 -0.40
H 0.15 0.81 1.47
H -2.39 0.84 -0.05
H -2.34 -0.92 0.33
H -2.32 -0.56 -1.38

## Properties
Kohn-Sham gap (spin up / spin down)	0.256 / 0.261	Eh
spin multiplicity	3
LUMO level (spin up / spin down)	0.81 / -2.32	eV

Table of natural (NBO) atomic charges, one value per atom, all in e:
1 C 0.5000
2 C -0.0160
3 C -0.0761
4 C -0.2460
5 O -0.4072
6 O -0.5384
7 H 0.1767
8 H 0.2003
9 H 0.1909
10 H 0.2158



model x comes first in stability; the runner-up is 2.200 eV higher.



Model w:
Formula: C4H14NO2
Source: OMol25
Level of theory: the ωB97M-V functional and the def2-TZVPD basis

Positions of all 21 atoms, in Å:
C -0.03 -1.64 0.51
C -0.16 -0.32 -0.23
C 1.09 0.13 -0.99
C 2.35 0.24 -0.20
O 0.68 1.33 -1.64
N -0.51 0.77 0.81
H 0.49 -2.35 -0.15
H 0.54 -1.60 1.43
H -1.04 -1.95 0.80
H -0.97 -0.21 -0.94
H 1.19 -0.61 -1.80
H 2.58 -0.68 0.32
H 3.15 0.61 -0.85
H 2.29 1.15 0.42
H 1.42 1.75 -2.10
H -0.31 1.70 0.39
H -1.52 0.66 1.00
H 0.05 0.73 1.68
H -3.95 0.63 1.04
H -4.00 -0.34 -0.08
O -3.35 0.02 0.58

## Properties
Kohn-Sham gap (spin up / spin down)	0.130 / 0.423	Eh
spin multiplicity	2
LUMO level (spin up / spin down)	0.75 / 0.52	eV

Table of natural (NBO) atomic charges, one value per atom, all in e:
1 C -0.6584
2 C -0.1078
3 C 0.0696
4 C -0.6912
5 O -0.7460
6 N -1.0534
7 H 0.2184
8 H 0.2265
9 H 0.2377
10 H 0.2303
11 H 0.1696
12 H 0.2294
13 H 0.2161
14 H 0.2174
15 H 0.4794
16 H 0.3824
17 H 0.4027
18 H 0.2976
19 H 0.4516
20 H 0.4674
21 O -1.0391



Model x:
Formula: C4H14NO2
Source: OMol25
Level of theory: the ωB97M-V functional and the def2-TZVPD basis

Positions of all 21 atoms, in Å:
C 1.44 1.11 2.47
C 2.05 0.21 1.38
C 1.33 0.34 0.08
C 1.31 -0.58 -0.88
N 0.34 -0.47 -1.99
H 0.44 0.79 2.78
H 1.36 2.14 2.11
H 2.11 1.07 3.32
H 2.07 -0.84 1.69
H 3.10 0.50 1.35
H 0.75 1.23 -0.12
H 1.82 -1.53 -0.87
H -0.57 -0.02 -1.62
H 0.65 0.22 -2.67
H -0.04 -1.36 -2.35
H -2.63 -0.26 -1.21
H -2.95 -0.67 -2.71
O -2.23 -0.48 -2.09
H -4.15 -0.42 0.13
H -2.91 -0.89 0.82
O -3.28 -0.09 0.40

## Properties
Kohn-Sham gap (spin up / spin down)	0.130 / 0.339	Eh
spin multiplicity	2
LUMO level (spin up / spin down)	0.68 / 0.37	eV

Table of natural (NBO) atomic charges, one value per atom, all in e:
1 C -0.5928
2 C -0.4294
3 C -0.3242
4 C -0.2716
5 N -0.8249
6 H 0.2018
7 H 0.2009
8 H 0.1998
9 H 0.1990
10 H 0.1935
11 H 0.1897
12 H 0.1939
13 H 0.3909
14 H 0.4276
15 H 0.4127
16 H 0.4921
17 H 0.4646
18 O -1.0787
19 H 0.4618
20 H 0.4653
21 O -0.9719



model w comes first in stability; the runner-up is 0.856 eV higher.